The following is a quantum chemistry calculation of C12H29AlN2O4P3 as an isolated structure at a distorted geometry, from the Open Molecules 2025 dataset.

```
51
Properties=species:S:1:pos:R:3:forces:R:3
P 2.320906 0.594040 2.753172 0.93 0.59 0.49
P 1.121192 0.866669 -1.761657 -0.21 0.54 -0.64
P 0.797784 -2.464493 0.101128 -0.20 -1.34 0.73
Al -0.391111 -0.401790 -0.292291 -0.95 0.00 -0.10
O -1.414808 -0.728600 -1.952202 0.17 0.91 0.24
O 3.477939 1.579859 3.368320 -0.78 -0.59 -0.88
O 3.152577 -0.472683 1.813565 -0.63 0.69 -0.62
O 1.642271 1.540152 1.525150 0.33 -0.44 -0.23
N -1.263519 1.285916 -0.020536 -0.14 0.31 -0.11
N -1.542076 -0.929644 1.101115 0.06 0.97 -0.36
C -0.533469 -3.084407 1.129741 -1.12 0.53 0.63
C -2.298635 1.393524 0.998814 -0.01 0.14 0.20
C -0.297698 1.939243 -2.068156 0.17 1.61 0.60
C 4.604195 2.135498 2.650475 0.07 0.18 0.38
C -1.507614 -2.187258 1.553555 0.69 -1.47 0.08
C -1.791846 -2.988361 -2.662448 0.07 -0.13 -0.38
C -1.123157 2.211850 -0.967055 0.00 0.08 -0.33
C -3.640719 -1.272547 -2.997651 -0.09 0.18 -0.03
C -2.523958 -1.789220 -2.124218 0.33 0.31 0.11
C 3.693963 -0.198702 0.504140 0.57 -0.14 0.51
C -2.552209 0.005637 1.596266 0.03 -0.27 0.24
C 1.238133 2.899346 1.768992 0.11 -0.04 0.09
H 2.094446 1.842713 -1.387018 -0.18 -0.56 -0.20
H 0.150560 2.935400 1.924159 0.30 0.08 0.02
H 1.509950 3.479098 0.877285 -0.11 -0.03 0.27
H -4.182068 -0.439116 -2.527846 0.23 -0.14 -0.16
H -2.880865 -1.955432 -1.102997 0.08 0.06 -0.11
H 4.049944 0.833358 0.389603 -0.25 -0.28 0.05
H -1.555400 0.196171 -2.331451 -0.41 -1.67 0.20
H 0.956118 -3.492661 -0.882522 0.18 0.65 0.30
H -3.567130 -0.314758 1.301777 0.34 -0.07 0.11
H 5.315200 1.349346 2.359246 -0.29 0.20 0.09
H -3.289869 -0.984310 -3.997913 -0.04 -0.06 0.26
H -2.534884 0.075650 2.697040 0.01 -0.21 -0.35
H -2.490034 -3.816483 -2.827451 0.12 0.15 0.11
H 2.964556 -0.433452 -0.281271 0.04 0.01 0.16
H 1.435823 0.485680 -3.100362 0.18 0.02 0.64
H 1.749597 3.326447 2.646689 -0.20 -0.18 -0.33
H -3.248971 1.775050 0.584078 0.53 0.08 -0.04
H -1.335954 -2.734043 -3.629146 -0.10 -0.13 0.22
H -1.006207 -3.332510 -1.979627 -0.25 0.05 -0.13
H 4.548557 -0.874342 0.409076 -0.13 0.14 -0.17
H -1.689005 3.152054 -0.874997 0.04 -0.47 -0.34
H -0.247259 2.679699 -2.870441 -0.13 -0.29 0.16
H -0.550506 -4.103138 1.507685 0.09 0.20 -0.13
H -4.371897 -2.081521 -3.127501 0.20 0.15 0.03
H 1.912137 -2.629965 0.969022 -0.06 0.29 -0.54
H -1.998145 2.083359 1.806960 0.04 -0.11 -0.36
H 5.081898 2.804888 3.374815 -0.01 -0.18 -0.33
H -2.278753 -2.487732 2.278601 0.37 -0.06 -0.31
H 4.290021 2.726517 1.776287 0.00 -0.24 0.23
```
Forces are in eV/Å.

As for the net charge: +2. As for the expectation value of S²: 0.7866. The calculation puts the HOMO-LUMO gap (alpha / beta) at 8.412 / 4.084 eV. For the total energy, the calculation gives -58533.38738 eV. The HOMO energy (alpha / beta) is -14.8 / -13.9 eV. As for the spin multiplicity: 2.

The following is a quantum chemistry calculation of C12H29AlN4O7P as an isolated structure at a distorted geometry, from the Open Molecules 2025 dataset.

```
54
Properties=species:S:1:pos:R:3:forces:R:3
P 0.849805 -0.311706 2.327293 -0.31 0.25 -1.05
Al -0.320113 0.289251 -0.966562 -0.70 -1.30 -0.61
O -2.492156 0.603830 1.036628 -0.13 -0.39 -1.06
O 1.895744 2.129838 -0.694762 -0.24 0.05 -0.43
O 0.357495 0.839407 -2.702574 2.15 1.06 -1.22
O -0.506144 -1.035674 -4.049631 0.43 -0.56 -0.91
O 0.519772 -0.081249 0.864052 0.13 0.00 1.02
O -2.000979 -1.801892 0.397809 0.66 -0.02 -1.54
O 2.387616 -0.490990 -1.333428 -0.80 -0.76 -0.46
N 0.547547 1.992098 -0.513538 -0.05 2.04 1.36
N -1.655785 1.261444 0.183768 0.27 2.48 1.87
N -1.063875 -1.579019 -0.474428 0.12 -0.58 1.63
N 1.201024 -0.976198 -1.291589 0.92 0.13 0.55
C 0.945351 -2.285033 -1.417758 -0.52 0.19 -0.37
C 0.163331 -1.865034 2.894079 0.08 -0.08 0.26
C -0.140872 2.992980 0.000299 2.49 -1.38 -1.91
C -1.811270 0.099776 -2.493387 -2.39 1.46 2.66
C -0.893932 -3.993930 -0.742094 0.25 -0.72 -0.19
C 2.629266 -0.347847 2.532736 0.03 0.00 0.22
C 1.909621 -3.196274 -2.065241 0.29 -0.44 0.23
C -0.343204 -2.634499 -0.918345 -0.31 0.72 0.06
C 0.410732 4.358180 0.170010 -0.01 0.39 0.08
C -1.429168 2.552301 0.462344 -1.92 -3.25 -0.37
C 0.177498 1.006725 3.340661 0.05 0.00 0.28
C -2.317372 3.362648 1.334712 -0.03 0.06 0.35
H 0.914227 4.473104 1.140509 -0.05 -0.04 -0.23
H -2.771373 -0.192474 -2.051648 -0.42 0.03 -0.55
H 3.040382 -1.141402 1.896845 -0.08 0.17 0.15
H 2.213619 1.189949 -0.898231 -0.19 0.54 0.18
H -1.748689 3.802173 2.166216 -0.15 -0.04 -0.17
H -0.693355 -0.932357 -4.992762 -0.14 -0.02 -0.05
H -2.763644 4.188814 0.764037 0.15 -0.17 0.08
H 2.928545 -2.890135 -1.816346 -0.10 -0.08 -0.11
H 2.889121 -0.535214 3.582144 0.05 0.03 -0.23
H -0.915378 1.017905 3.251527 0.19 -0.06 0.00
H -1.915909 -4.043948 -1.141425 0.25 0.06 0.18
H -1.492129 -0.654071 -3.389529 1.28 -0.82 -0.28
H 1.784199 -3.155849 -3.155121 0.00 0.09 0.19
H -0.931588 -4.264837 0.322986 -0.07 0.10 -0.25
H -2.362437 -0.407098 0.764151 -0.46 0.75 0.34
H -3.122045 2.741776 1.741136 0.23 0.17 -0.14
H 0.462056 0.839934 4.387588 -0.12 0.15 -0.17
H 0.178238 0.095404 -3.435683 0.08 0.50 0.55
H 0.579634 1.969759 3.003327 -0.03 -0.20 0.07
H 1.744266 -4.227044 -1.747138 0.14 0.11 -0.08
H 1.129563 4.574489 -0.630184 -0.13 -0.10 0.30
H 0.779768 -2.686522 2.510796 -0.13 0.11 0.09
H -0.274152 -4.730714 -1.267581 -0.26 0.16 0.18
H -0.401139 5.093627 0.127243 0.19 -0.14 0.04
H 3.043449 0.616248 2.212460 -0.08 -0.21 0.09
H -1.894792 1.069282 -2.999140 -0.44 -0.16 -0.01
H 0.158995 -1.891721 3.991431 -0.02 -0.12 -0.24
H 1.276863 1.163933 -2.724059 -0.34 -0.22 -0.50
H -0.856242 -1.972137 2.505409 0.20 0.07 0.14
```
Forces are in eV/Å.

As for the net charge: +1. The calculation puts the HOMO-LUMO gap (alpha / beta) at 6.742 / 6.988 eV. For the total energy, the calculation gives -49082.45345 eV. The HOMO energy (alpha / beta) is -11.4 / -11.1 eV. As for the spin multiplicity: 1.